1.
Entry from OMol25: C24H24BeBrCl7F20Li2NO10P2S2 as an isolated structure (ωB97M-V/def2-TZVPD).

```
94
Properties=species:S:1:pos:R:3:lowdin_charge:R:1
O 2.43675 2.33487 -2.01552 -0.33
H 1.34702 2.51853 2.25897 0.13
C -1.36573 -2.14776 -5.29171 -0.66
F 3.95856 2.80919 -4.67078 0.04
O -4.16965 -0.02602 2.84454 0.04
H -3.49076 -1.86131 -5.63641 0.07
C 0.14305 -3.34507 -0.27414 -0.02
H -1.37562 0.45065 2.18043 0.15
F 7.12919 9.05858 -5.86758 0.13
O -0.68833 -5.53355 0.70199 0.08
H -3.04930 -3.45092 -4.99698 0.07
Cl 2.88632 -2.31527 -1.69183 0.84
S 7.26539 6.65792 -7.07955 0.51
F -6.24383 -1.96094 -0.35981 -0.24
F 4.51797 0.90038 -3.78580 0.12
C 0.21126 -0.07844 3.81435 -0.11
N 0.91697 -2.24039 0.39852 -0.06
H -0.70295 -2.58600 -4.54228 0.06
C -1.31970 0.26926 3.31807 -0.18
Cl -0.07834 -3.85510 7.82208 0.55
O 8.61131 6.45218 -6.55978 -0.24
C -8.57966 0.86252 2.88872 -0.11
F -5.36401 -0.10610 -1.15333 -0.15
H -1.62527 1.28301 3.80835 0.15
H 0.47367 -3.56104 -1.35162 0.14
Cl -3.21918 -1.85365 -3.28626 0.80
F -4.78934 -2.03893 0.95089 -0.19
C -2.82445 -2.38246 -4.94561 -0.61
H -0.97757 -3.09399 -0.23608 0.14
Cl 2.17716 -2.63866 6.45272 0.45
H -8.46830 0.47973 1.87813 0.07
C -9.84616 1.16440 3.38081 -0.01
F 6.58880 -3.14412 -4.85399 -0.19
C 0.30275 -4.73580 0.57828 -0.30
Br 5.07132 1.12197 2.97461 0.77
P -4.73088 -1.43166 -0.52960 0.18
H -10.73107 1.01518 2.77267 0.12
H -8.99104 2.25438 6.47621 0.12
H -1.13333 -2.60104 -6.25869 0.07
H 0.20071 -0.86576 4.65254 0.11
C 2.46614 2.63660 2.55698 -0.20
H -0.70117 -2.14820 2.01137 0.16
C 7.01609 8.50290 -7.09883 -0.60
C -3.31009 -0.95045 2.89830 -0.20
F 5.49183 -4.42534 -6.25995 -0.17
C -9.97440 1.66300 4.66803 -0.28
C 0.31303 -1.71668 1.64551 0.10
F -11.19156 1.95923 5.14049 0.08
F 7.91519 9.14099 -7.88247 0.14
C 2.42652 3.43647 3.99166 -0.11
C -7.45770 1.05111 3.69060 -0.09
C 0.99806 -0.56999 2.49252 -0.05
Li 3.20276 0.10852 5.49376 0.76
O -2.19717 -0.78384 3.80783 -0.12
F -4.79303 -2.04861 -2.01148 -0.41
H 2.33311 4.57191 3.87051 0.10
C 2.40612 0.03308 2.00707 -0.05
F -3.87585 -0.23333 0.09131 -0.16
H 0.61648 0.93748 4.21958 0.09
C 1.61941 -4.07697 7.34982 -2.01
F 5.95020 -4.25264 -3.38422 -0.19
F 3.88720 -3.69286 -3.88530 -0.25
H -3.32429 -1.91857 2.26888 0.16
Cl -0.97389 -0.41598 -5.43062 0.56
F 4.52110 -2.64666 -5.40980 -0.19
F -3.34802 -2.21157 -0.69432 -0.22
C 3.47348 1.56520 -4.33782 -0.58
P 5.20471 -3.94106 -4.76485 0.16
H 1.74556 -4.41224 1.93618 0.10
C -7.59829 1.54709 4.98520 -0.06
C 2.18237 -1.69573 -0.11877 -0.32
F 5.79356 8.86111 -7.56109 0.13
O 1.56730 -5.07162 1.22144 0.03
H 1.58474 2.99058 4.66501 0.08
H 3.06687 3.18933 1.75233 0.14
H 2.72649 0.95843 4.01097 0.00
F 3.22113 0.94449 -5.51294 0.13
F 4.78421 -5.48215 -4.78507 -0.17
C -8.86309 1.85983 5.47471 0.00
S 1.98224 1.63945 -3.21793 0.46
F 4.18851 -0.06354 0.12034 0.00
O 1.61426 0.25021 -2.98172 -0.34
C 2.97169 -0.55105 0.67194 -0.05
Be 5.75361 3.31289 -5.99342 1.27
H -6.47081 0.81171 3.30798 0.08
Cl 1.76545 -5.51050 6.31267 0.56
O 7.11040 6.22811 -8.46313 -0.26
O 0.97611 2.38158 -3.96622 -0.29
Cl 2.61776 -4.28978 8.80259 0.56
H -6.72315 1.69004 5.61062 0.11
H 3.41840 3.15243 4.53525 0.07
Li -7.88579 -1.39093 0.65156 0.86
O 6.21522 6.13521 -6.18953 -0.32
C 3.08728 1.16261 2.92091 -0.69
```

Max |F| ... 0.1337 hartree/bohr
Frontier orbital gap ... 1.82 eV
HOMO energy ... -10.443 eV
Total charge ... +1



2.
Entry from OMol25: C31H48AlCaCl5F4NO15 as an isolated structure (ωB97M-V/def2-TZVPD).

```
106
Properties=species:S:1:pos:R:3:lowdin_charge:R:1
O -6.69869 -1.60843 -3.98045 0.00
H -0.99247 -1.92484 -0.75543 0.08
O 2.74565 -0.67260 0.93055 0.14
F 4.98771 3.88593 -0.61715 -0.17
H -4.10144 -3.39398 -0.76570 0.11
H 2.10189 0.87818 -2.56499 0.06
F 3.24775 2.59382 1.15228 -0.18
C 2.18987 -1.36536 1.76393 -0.33
C 1.54553 1.29378 -5.83755 -0.30
H -0.81660 -3.93608 3.76853 0.10
C -0.42006 6.58466 0.77107 0.01
H -8.10070 1.81153 -2.95060 0.10
O -6.79248 0.20133 -2.80925 -0.01
H 0.08805 7.19529 -1.19337 0.12
C -1.41991 0.20037 -0.48376 -0.27
C -3.04417 -1.60841 -1.34573 -0.17
H -0.66028 -4.32388 0.75805 0.13
H 3.10610 -0.52355 5.05808 0.12
H 9.11931 5.60660 1.99849 -0.16
H -2.04985 0.75108 3.12128 0.19
C 2.92420 -0.22668 4.01906 -0.17
H -2.15099 0.92506 -0.84165 0.11
C -0.03935 0.82887 -0.71407 -0.09
C 6.12883 6.87514 -0.74258 -1.53
O -1.96572 -9.61597 0.98160 -0.37
H -1.56613 0.05755 0.60045 0.07
C -1.30201 -4.05647 2.78507 -0.20
H 1.60395 -0.40281 -3.69605 0.07
O -7.34598 0.30222 -4.99693 0.13
H -3.90136 -1.06760 0.99686 0.10
H 3.79364 -0.26932 -4.95723 -0.12
H 4.28521 1.07245 -3.78579 0.11
H 2.97855 -0.65399 -2.62180 0.08
Cl 3.44728 -1.18630 -6.35299 -0.02
O -2.07837 -10.93532 2.93778 -0.35
H 1.71010 4.89329 2.97118 0.12
C -6.98291 -0.30830 -4.02854 -0.63
H -3.90659 -2.16653 3.09272 0.10
C 0.99284 -3.45974 2.00913 -0.17
H -1.68911 -1.97626 3.17410 0.09
H 5.50922 5.98374 -0.78068 -0.02
Cl 7.49269 6.56624 0.32548 0.58
O -1.48738 0.60735 3.92347 0.30
H 2.05154 0.43307 4.04539 0.11
H -1.17396 -0.96600 -2.21315 0.12
H -1.52872 -2.37990 1.46649 0.06
C 1.77948 6.17248 -0.23723 -0.37
Ca 0.62634 -6.09546 3.43043 1.63
H 0.09494 1.00740 -1.77821 0.07
H 2.76742 -2.77206 4.83091 0.12
Cl 6.68146 7.23878 -2.38398 0.51
C 2.21966 5.50355 1.01046 0.04
C -4.01162 -2.15387 0.97026 -0.20
H 2.44523 2.57107 -4.46976 0.12
Cl 5.15234 8.21485 -0.10760 0.50
H 3.46037 2.12556 -5.84832 0.12
H -7.88814 -2.23244 -5.56933 0.10
H 0.30223 -1.90613 0.73196 0.09
Cl -1.21142 -10.21432 2.05102 0.62
H -6.18559 -1.87577 -5.97883 0.10
O -0.56996 -9.13511 2.81450 -0.48
H -2.04560 -4.84741 2.92109 0.11
H -6.59591 -3.32928 -5.05413 0.09
C -0.19375 -4.42234 1.72991 -0.17
H 3.21331 2.09103 2.77928 0.05
H 0.14288 -5.45651 1.91052 -0.01
H -6.39851 2.16559 -3.36602 0.10
F 5.98701 2.05442 1.20387 -0.16
C 2.74614 1.74432 -5.11845 -0.21
O 4.00275 0.49262 3.46935 -0.10
C 3.39895 0.65121 -4.27070 -0.34
Al 4.68541 2.41971 0.20238 -0.14
F 4.45657 1.16477 -0.93215 -0.17
C 2.50825 -2.65887 3.78619 0.01
O 3.76881 1.88056 3.55245 -0.03
C 2.46500 0.08860 -3.23138 -0.13
O 2.52316 6.27112 -1.18321 0.12
H -3.19819 -2.02491 -2.33632 0.11
C -7.05991 1.60069 -2.71187 -0.04
O 2.59724 -4.97720 3.15860 -0.21
C -6.85616 -2.28941 -5.22851 -0.04
O -0.18798 -11.07143 1.53134 -0.35
H 3.23216 5.12172 1.01931 0.11
C 1.40397 5.38200 2.05474 0.01
C 0.02442 5.90947 2.01742 -0.40
H -5.07770 -2.36841 0.93024 0.11
H -1.43461 6.96386 0.76558 0.11
N 0.60340 0.94989 -6.41070 0.12
H -0.63836 1.11584 3.86306 0.20
H -3.83937 -3.79142 2.34747 0.11
H 0.00825 1.79913 -0.22131 0.07
C 1.05515 -2.26066 1.41584 0.05
C -1.94524 -2.70568 2.41356 -0.18
H -1.97703 0.81608 4.75451 0.19
H -6.86787 1.88616 -1.68110 0.09
C -1.57900 -1.13074 -1.21504 -0.20
C 2.09405 -3.79212 3.01242 -0.39
C -3.49028 -2.76333 2.28180 -0.18
H 0.77813 0.19602 -0.37403 0.06
O -0.72800 5.79602 2.97024 0.05
H -3.70965 -0.76738 -1.16369 0.10
C 0.39239 6.70869 -0.27513 0.03
O 9.54405 5.86302 2.82890 -0.33
C 2.54542 -1.43472 3.21143 -0.10
H -2.47447 -3.29290 -0.12012 0.08
C -3.37667 -2.71562 -0.31953 -0.18
```

Max |F| ... 0.0726 hartree/bohr
Frontier orbital gap ... 1.22 eV
HOMO energy ... -4.222 eV
Total charge ... -1



3.
Entry from OMol25: C23H13N4O6Se3TeW as an isolated structure (ωB97M-V/def2-TZVPD).

```
51
Properties=species:S:1:pos:R:3:lowdin_charge:R:1
N -0.05605 1.11310 0.93066 -0.18
C 0.98194 2.01220 1.14855 -0.24
C 4.66196 1.80237 0.53747 -0.01
C -4.50366 0.50539 -0.71880 -0.01
O -1.11798 4.93778 4.07452 0.18
H -5.53103 0.81711 -0.85629 0.13
N -0.14039 -2.15167 -1.36444 -0.04
C -0.74105 -4.18595 -2.36089 0.06
W 0.20859 -0.94145 0.67189 1.35
O -1.85026 -4.51924 0.45230 0.19
C -0.18084 -3.73420 -3.55546 0.02
C -0.86387 4.67966 2.94816 -0.43
O -0.83888 -2.57422 0.90584 -0.49
O -0.71654 5.29943 1.77626 0.16
Se 2.09327 -2.65622 0.32777 0.43
C -1.20057 -3.58302 0.10517 -0.54
H 0.86084 -2.09210 -4.52287 0.14
Se 1.59482 -2.83468 2.59749 0.12
C 0.40279 -2.47524 -3.62006 0.06
C -0.69078 -3.33784 -1.27746 -0.25
Te 0.60400 -0.65651 3.45246 0.68
C 0.40441 -1.71128 -2.46892 -0.18
H -2.43223 -2.04920 -1.25196 0.10
H 3.83860 -1.30912 1.50014 0.02
C 0.80218 3.25789 1.60325 0.09
H -1.19750 -5.16248 -2.26358 0.14
H 3.19597 3.36294 0.32408 0.13
C 4.84050 0.47734 0.90492 -0.02
C -2.76115 -1.08992 -0.91856 -0.08
O 1.57809 0.27201 -3.08928 0.17
O 1.03899 -0.09246 -0.95062 -0.24
N 2.48853 0.21410 1.19808 -0.07
H -3.91377 2.29059 0.28809 0.12
C 2.33887 1.50796 0.95421 -0.25
H -2.50054 3.45344 0.95375 0.13
C -2.29208 0.90525 0.10137 -0.25
C 1.06340 -0.39424 -2.24032 -0.51
C 3.72944 -0.27848 1.21129 -0.21
H -4.71893 -1.42641 -1.66807 0.13
H 5.81945 0.01967 0.93471 0.12
C -0.54178 3.75843 1.86237 -0.22
N -1.87291 -0.29680 -0.30143 0.03
C 3.38956 2.33202 0.58507 0.02
C -1.55343 2.97777 1.16056 0.09
C -4.06555 -0.73268 -1.15820 -0.01
C -1.29106 1.72487 0.77722 -0.28
Se -1.72095 -0.71521 2.79899 0.27
H -0.18932 -4.37062 -4.43109 0.13
H 1.64603 3.90921 1.78434 0.14
C -3.60084 1.32747 -0.08473 0.02
H 5.50172 2.41323 0.23205 0.12
```

Max |F| ... 0.0538 hartree/bohr
Frontier orbital gap ... 5.89 eV
Relative energy (zero: lowest compared OMol25 entry of this formula, charge and spin) ... 43.66 kcal per mole
HOMO energy ... -10.843 eV
Total charge ... +1